No. 1
A 2-piece molecular cluster, C2H7O3PSi overall, computed with ωB97M-V/def2-TZVPD.

Summary:
ΔE to the lowest compared entry with this formula, charge and spin, eV: 0.2086
Spin multiplicity: 3
Frontier orbital gap (spin up / spin down), eV: 2.8 / 7.2
Net charge: -2

Element x y z (Å)
C1 -1.231 -0.318 0.902
C2 1.352 0.033 -0.429
O1 -3.123 2.150 -3.046
O2 -4.134 0.057 -1.909
O3 -2.637 -0.305 -3.912
Si1 -0.566 -0.166 -0.961
P1 -3.130 0.646 -2.854
H1 -0.869 0.602 1.422
H2 -2.420 -0.333 0.887
H3 -0.741 -1.179 1.418
H4 1.903 0.459 -1.281
H5 1.451 0.807 0.326
H6 2.001 -0.755 -0.006
H7 -0.364 -1.673 -1.370

***

No. 2
A 11-piece molecular cluster, BF4H20O10 overall, computed with ωB97M-V/def2-TZVPD.

Summary:
ΔE to the lowest compared entry with this formula, charge and spin, eV: 2.7299
Frontier orbital gap, eV: 10.2
Net charge: -1

Element x y z (Å)
B1 0.478 -0.400 0.206
F1 -0.138 0.794 0.431
F2 0.810 -0.416 -1.077
F3 1.490 -0.640 1.085
F4 -0.522 -1.310 0.346
O1 -4.885 -0.475 2.156
H1 -4.080 -0.425 1.640
H2 -4.964 -1.401 2.388
O2 1.057 -6.509 -0.545
H3 0.731 -5.651 -0.272
H4 0.297 -6.943 -0.931
O3 -2.062 2.536 -3.344
H5 -1.572 1.837 -2.910
H6 -1.731 2.539 -4.242
O4 3.439 -0.021 6.021
H7 3.233 -0.928 5.794
H8 2.637 0.464 5.827
O5 -0.566 6.135 2.691
H9 -1.274 6.397 2.103
H10 0.153 5.892 2.108
O6 3.536 4.266 0.592
H11 4.480 4.241 0.436
H12 3.278 3.347 0.655
O7 -4.714 -4.306 -1.399
H13 -3.825 -4.120 -1.702
H14 -4.629 -4.406 -0.451
O8 3.756 1.191 -5.568
H15 4.164 1.166 -4.703
H16 3.650 2.124 -5.756
O9 -0.593 -3.671 -4.920
H17 0.267 -3.276 -4.772
H18 -0.401 -4.533 -5.289
O10 -0.463 2.013 4.825
H19 -0.639 2.926 4.596
H20 -0.399 1.563 3.983

***

No. 3
One molecule with the formula C6H11NO, computed with ωB97M-V/def2-TZVPD.

Summary:
ΔE to the lowest compared entry with this formula, charge and spin, eV: 10.4834
Frontier orbital gap, eV: 9.0
Net charge: 0

Element x y z (Å)
C1 -2.329 0.004 0.397
C2 -0.841 0.111 0.471
C3 -0.186 1.554 -0.299
C4 1.895 0.472 -1.325
C5 1.093 -0.227 -0.235
C6 -0.093 -1.111 0.188
H1 -2.145 -0.957 1.080
H2 -2.787 0.141 -0.652
H3 -3.078 0.579 1.273
H4 -0.334 0.285 1.565
H5 0.474 2.107 0.354
H6 -1.178 2.196 -0.595
H7 2.106 0.055 -2.238
H8 2.642 1.526 -1.462
H9 1.387 0.301 0.845
H10 -0.481 -1.759 -0.659
H11 1.161 -2.085 1.722
N1 0.644 0.839 -1.207
O1 0.060 -1.636 1.504

***

No. 4
A 2-piece molecular cluster, C16H17NO overall, computed with ωB97M-V/def2-TZVPD.

Summary:
ΔE to the lowest compared entry with this formula, charge and spin, eV: 3.0992
Spin multiplicity: 2
Frontier orbital gap (spin up / spin down), eV: 7.1 / 4.2
Net charge: +1

Element x y z (Å)
C1 1.216 -0.738 -2.771
C2 1.673 -2.027 0.661
C3 2.041 -1.114 -0.359
C4 1.179 -1.355 -1.463
C5 0.207 -2.297 -1.068
C6 2.187 -2.159 1.945
C7 3.421 -1.460 2.071
C8 3.174 -0.316 0.007
C9 3.878 -0.605 1.106
N1 0.694 -2.944 0.131
H1 0.437 -3.707 0.691
H2 1.972 -3.016 2.586
H3 -0.752 -2.612 -1.512
H4 3.949 -1.732 3.117
H5 3.586 0.279 -0.764
H6 0.210 -0.970 -3.462
H7 2.064 -1.153 -3.287
H8 4.957 -0.212 1.113
H9 1.236 0.452 -2.765
C10 -2.915 2.884 2.338
C11 -1.188 2.098 0.628
C12 -2.534 2.019 1.119
C13 -0.998 1.463 -0.561
C14 -1.988 0.780 -1.285
C15 -3.551 1.428 0.321
C16 -3.295 0.706 -0.789
O1 -1.649 0.214 -2.516
H10 -0.328 2.442 1.251
H11 0.017 1.685 -1.134
H12 -2.679 3.900 2.063
H13 -2.666 2.577 3.278
H14 -4.434 1.535 0.961
H15 -1.049 0.825 -2.984
H16 -4.071 0.282 -1.282
H17 -4.000 2.847 2.616

***

No. 5
A 2-piece molecular cluster, C2H6O2 overall, computed with ωB97M-V/def2-TZVPD.

Summary:
ΔE to the lowest compared entry with this formula, charge and spin, eV: 1.2456
Frontier orbital gap, eV: 9.3
Net charge: 0

Element x y z (Å)
C1 0.802 -0.325 -0.931
C2 0.121 -1.369 -0.386
O1 -0.157 -1.467 0.933
O2 -0.639 1.818 0.630
H1 -0.518 2.283 1.426
H2 0.747 -0.305 -2.034
H3 1.282 0.422 -0.398
H4 -0.495 -2.067 -0.987
H5 0.429 -0.883 1.439
H6 -1.572 1.894 0.309

***

No. 6
A 5-piece molecular cluster, C2H15N2O4 overall, computed with ωB97M-V/def2-TZVPD.

Summary:
ΔE to the lowest compared entry with this formula, charge and spin, eV: 1.5647
Frontier orbital gap, eV: 9.7
Net charge: +1

Element x y z (Å)
C1 -1.124 0.499 1.371
C2 -1.484 0.173 0.129
N1 -0.570 -0.220 -0.938
N2 -2.079 1.154 2.129
H1 -0.130 0.425 1.799
H2 -2.502 0.264 -0.209
H3 0.379 -0.436 -0.633
H4 -0.964 -0.960 -1.519
H5 -0.519 0.524 -1.706
H6 -3.052 0.904 2.018
H7 -1.922 1.089 3.139
H8 3.522 -1.816 0.727
H9 2.786 -1.084 1.813
O1 2.931 -1.051 0.860
H10 2.252 1.630 -0.170
H11 1.357 1.408 0.958
O2 1.303 1.626 0.022
H12 -0.801 0.488 -4.205
H13 0.079 1.608 -3.986
O3 -0.228 0.828 -3.501
H14 -0.696 -2.538 0.885
H15 0.814 -3.190 0.582
O4 0.187 -2.473 0.507

***

Which formula does entry 1 have?
C2H7O3PSi